Here is a structure of composition C26H21F5NPSV from the OMol25 dataset. Energies are from the ωB97M-V functional and the def2-TZVPD basis.

Calculated values
total energy = -88159.8857 eV
lowest unoccupied orbital energy (spin up / spin down) = -11.91 / -11.94 eV
net charge = +3

The geometry in XYZ format:
```
56
Properties=species:S:1:pos:R:3:forces:R:3
V 0.114350 -1.190571 -0.667624 -2.0 0.8 1.9
N 2.019152 -1.293565 -0.951464 0.8 -0.4 -0.7
C 3.082912 -1.131917 0.020900 0.5 0.1 0.6
C 4.360396 -0.823960 -0.408063 -0.2 0.0 -0.3
C 5.391782 -0.735098 0.514492 0.0 0.0 0.1
C 5.134511 -0.978699 1.856154 0.0 0.0 -0.1
C 3.852263 -1.295045 2.274758 -0.1 0.0 0.0
C 2.793836 -1.376354 1.364476 0.0 0.1 -0.2
C 1.430095 -1.637391 1.835028 0.1 0.0 0.0
C 1.257602 -2.415582 2.987172 0.0 0.0 -0.1
C 0.051850 -2.475232 3.659069 -0.1 0.1 -0.1
C -1.053516 -1.729502 3.214267 0.1 0.1 0.0
C -0.953116 -1.026599 2.045290 -0.3 -0.1 0.1
C 0.231022 -1.078083 1.262895 -0.1 0.1 -1.0
H 2.403420 -1.050822 -1.870083 -0.1 -0.1 -0.1
H 1.766507 -2.311766 -0.998393 1.0 -0.4 -0.2
H 4.569584 -0.677582 -1.463283 0.0 0.0 0.0
H 6.391105 -0.494761 0.178700 0.0 0.0 0.0
H 5.937965 -0.927119 2.578219 0.0 0.0 0.0
H 3.664391 -1.437271 3.330006 0.0 0.0 0.0
H 2.110037 -2.954133 3.379097 0.0 0.0 0.0
H -0.028599 -3.063995 4.564220 0.0 0.0 0.0
H -1.974030 -1.723064 3.782028 0.0 0.0 0.0
H -1.800677 -0.453373 1.698181 0.0 -0.1 0.0
F -7.638000 -1.972881 -1.485849 -0.1 0.0 0.0
C -6.357069 -1.868938 -1.350330 0.2 0.0 0.0
C -5.581130 -1.460306 -2.445220 0.1 0.0 0.0
F -6.152920 -1.170458 -3.586457 0.0 0.0 0.0
C -4.217548 -1.364309 -2.295471 0.1 0.0 -0.1
F -3.437627 -0.980760 -3.296523 -0.2 0.0 0.0
C -3.616183 -1.647825 -1.058935 0.5 -0.1 -0.1
S -1.913263 -1.553252 -0.877925 -0.1 0.2 -0.2
C -4.406862 -2.042408 0.031459 -0.1 0.1 0.0
F -3.816883 -2.285600 1.188601 -0.1 -0.1 0.1
C -5.773005 -2.153537 -0.109436 0.2 0.0 0.1
F -6.519802 -2.508939 0.905383 -0.1 0.0 0.0
C -1.854954 1.775504 -0.950127 0.1 -0.1 0.0
P -0.167668 1.182284 -1.272359 -0.3 0.5 0.1
C -0.021286 1.055372 -3.080119 0.0 -0.1 0.1
C 0.878396 2.501791 -0.656010 0.1 -0.5 0.0
C 0.715662 2.894790 0.677802 0.0 -0.1 -0.1
C 1.303230 4.065190 1.116767 0.0 0.0 0.1
C 2.052046 4.842301 0.236152 0.0 -0.1 -0.1
C 2.244941 4.426880 -1.075023 0.1 0.1 0.0
C 1.669652 3.250403 -1.528925 0.0 -0.1 0.0
H -2.128519 1.628577 0.094411 0.0 0.0 0.0
H -2.565386 1.267109 -1.599698 0.0 -0.1 0.0
H -1.878260 2.844481 -1.166207 0.1 0.0 0.0
H -0.275034 2.027340 -3.510036 0.0 0.0 0.0
H -0.735768 0.326689 -3.467547 0.0 0.0 0.0
H 0.987944 0.786964 -3.393704 0.0 0.0 0.0
H 0.129717 2.288368 1.360522 0.0 0.1 0.0
H 1.177408 4.381729 2.143340 0.0 0.0 0.0
H 2.484527 5.774172 0.574013 0.0 0.0 0.0
H 2.837318 5.026675 -1.752740 0.0 0.0 0.0
H 1.823460 2.944095 -2.555842 0.0 0.1 0.0
```
Positions in Å, forces in eV/Å.